Molecular formula: C42H90N6O20S4
Method: DFT, ωB97M-V with the def2-TZVPD basis set

As for the HOMO-LUMO gap: 8.92 eV. As for the LUMO energy: 0.00881 hartree.

Positions of all 162 atoms, in Å:
C 29.479 24.431 -27.201
C 28.886 23.126 -27.781
O 27.761 22.784 -27.423
N 29.641 22.474 -28.620
C 29.262 21.291 -29.454
H 30.523 24.325 -26.908
H 28.865 24.683 -26.336
H 29.238 25.264 -27.862
H 30.641 22.615 -28.615
H 28.793 21.474 -30.421
H 28.574 20.781 -28.781
H 30.123 20.651 -29.643
C 26.883 15.465 -27.994
C 25.910 15.804 -26.954
O 25.361 14.923 -26.347
N 25.660 17.119 -26.683
C 24.642 17.724 -25.873
H 27.655 14.923 -27.448
H 27.286 16.319 -28.538
H 26.450 14.759 -28.703
H 26.047 17.853 -27.258
H 25.002 18.743 -25.732
H 24.355 17.142 -24.997
H 23.804 17.817 -26.564
C 29.581 17.725 -27.562
C 29.236 18.556 -26.334
O 29.947 18.310 -25.363
N 28.205 19.390 -26.469
C 27.756 20.200 -25.315
H 29.315 16.689 -27.353
H 30.668 17.751 -27.641
H 29.177 18.150 -28.481
H 27.565 19.167 -27.217
H 28.458 20.999 -25.076
H 27.549 19.523 -24.486
H 26.793 20.628 -25.591
C 25.228 26.028 -27.928
C 26.458 26.865 -27.928
O 27.321 26.659 -27.102
N 26.474 27.940 -28.755
C 27.526 28.885 -28.886
H 25.578 24.996 -27.966
H 24.675 26.263 -28.837
H 24.598 26.125 -27.044
H 25.682 28.115 -29.357
H 27.728 29.192 -29.913
H 28.464 28.427 -28.572
H 27.450 29.764 -28.246
C 24.387 26.555 -22.206
C 23.747 26.048 -20.909
O 23.583 26.816 -19.952
N 23.445 24.766 -20.823
C 22.980 24.118 -19.582
H 23.892 27.501 -22.424
H 24.406 25.884 -23.065
H 25.419 26.834 -21.991
H 23.482 24.195 -21.656
H 22.304 24.743 -18.999
H 23.853 23.880 -18.975
H 22.334 23.274 -19.822
C 25.744 23.362 -24.991
C 25.248 22.364 -23.961
O 24.776 21.281 -24.364
N 25.414 22.629 -22.634
C 25.097 21.601 -21.603
H 25.387 24.353 -24.709
H 25.561 23.186 -26.051
H 26.831 23.289 -25.001
H 25.862 23.494 -22.366
H 25.287 21.945 -20.586
H 25.543 20.618 -21.755
H 24.022 21.437 -21.685
C 22.085 23.499 -25.879
C 22.356 24.367 -24.631
O 22.212 23.628 -23.384
C 21.076 23.062 -22.973
O 19.952 23.262 -23.420
O 21.346 22.530 -21.834
C 20.436 21.793 -21.104
H 21.066 23.244 -26.171
H 22.724 22.628 -25.730
H 22.519 24.060 -26.707
H 21.624 25.173 -24.679
H 23.331 24.852 -24.679
H 19.764 21.210 -21.734
H 19.887 22.400 -20.384
H 21.028 21.094 -20.513
C 30.051 23.523 -23.294
C 29.216 22.499 -22.485
O 28.807 23.003 -21.165
C 28.079 24.165 -21.103
O 27.266 24.526 -22.019
O 28.295 24.709 -19.902
C 27.577 25.884 -19.506
H 31.037 23.731 -22.880
H 29.660 24.541 -23.303
H 30.055 23.257 -24.351
H 29.888 21.662 -22.299
H 28.372 22.129 -23.069
H 27.823 26.193 -18.490
H 26.510 25.663 -19.527
H 27.865 26.651 -20.225
C 25.762 18.907 -17.573
C 26.511 20.030 -16.887
C 25.832 21.344 -17.196
S 24.017 20.957 -17.336
O 23.446 21.368 -18.643
O 23.363 21.392 -16.113
C 24.279 19.125 -17.342
H 26.082 17.887 -17.359
H 25.930 19.028 -18.644
H 27.523 20.103 -17.285
H 26.603 19.959 -15.803
H 26.217 21.717 -18.145
H 25.962 22.083 -16.406
H 23.516 18.593 -17.910
H 24.122 18.853 -16.298
C 22.794 20.068 -28.957
C 23.274 21.555 -28.763
C 24.831 21.512 -28.399
S 25.565 20.064 -29.288
O 26.189 19.157 -28.290
O 26.245 20.590 -30.453
C 23.883 19.376 -29.825
H 21.783 20.128 -29.358
H 22.697 19.513 -28.024
H 22.745 21.920 -27.883
H 23.105 22.212 -29.616
H 24.948 21.374 -27.324
H 25.463 22.341 -28.715
H 23.962 18.294 -29.723
H 23.773 19.730 -30.850
C 30.182 17.145 -20.406
C 30.395 17.551 -21.874
C 29.094 18.300 -22.343
S 28.156 18.796 -20.800
O 26.997 17.889 -20.611
O 28.025 20.247 -20.760
C 29.451 18.309 -19.753
H 31.196 17.102 -20.010
H 29.672 16.185 -20.327
H 30.229 16.630 -22.433
H 31.361 18.032 -22.029
H 28.401 17.744 -22.974
H 29.391 19.234 -22.820
H 28.952 18.079 -18.812
H 30.143 19.151 -19.710
C 22.476 17.149 -21.035
C 23.644 17.530 -21.930
C 23.101 18.635 -22.808
S 21.443 18.033 -23.389
O 21.647 17.257 -24.609
O 20.474 19.139 -23.432
C 21.219 16.943 -21.903
H 22.277 17.876 -20.248
H 22.679 16.234 -20.479
H 24.015 16.710 -22.545
H 24.507 17.838 -21.339
H 23.551 19.010 -23.727
H 22.742 19.460 -22.192
H 21.088 15.945 -22.322
H 20.247 17.299 -21.562

=====

Molecular formula: C42H91F2N17O14P4S2
Method: DFT, ωB97M-V with the def2-TZVPD basis set

As for the HOMO-LUMO gap: 6.95 eV. As for the LUMO energy: -0.02800 hartree.

Positions of all 172 atoms, in Å:
N -1.353 1.719 -3.302
H -1.151 1.641 -2.260
H -0.902 2.579 -3.620
H -2.331 2.018 -3.351
H -1.130 0.880 -3.851
N -0.589 1.681 -0.727
S -1.355 0.851 0.482
O -0.968 1.229 1.818
O -1.763 -0.520 0.299
F -2.744 1.667 0.280
S 0.825 1.152 -0.279
O 1.098 -0.266 -0.378
O 1.540 1.919 0.699
F 1.543 1.729 -1.623
C 6.317 0.940 -1.743
C 5.039 0.834 -1.217
C 4.558 -0.428 -0.859
C 5.289 -1.560 -1.207
C 6.584 -1.419 -1.704
C 7.121 -0.168 -1.949
N 4.748 -2.884 -0.935
O 3.748 -2.954 -0.261
O 5.333 -3.864 -1.359
H 6.775 1.918 -1.847
H 4.400 1.687 -1.040
H 3.599 -0.403 -0.368
H 7.176 -2.301 -1.911
H 8.141 -0.146 -2.301
C -4.432 -0.640 -3.082
C -4.395 -1.434 -1.924
C -4.890 -2.730 -1.971
C -5.422 -3.256 -3.149
C -5.535 -2.452 -4.258
C -5.080 -1.139 -4.199
N -5.879 -4.662 -3.162
O -6.191 -5.138 -4.237
O -5.995 -5.226 -2.096
H -3.866 0.280 -3.125
H -3.842 -1.046 -1.078
H -4.837 -3.286 -1.046
H -5.949 -2.806 -5.192
H -5.259 -0.428 -4.996
C 4.528 3.588 -3.895
C 5.291 4.259 -2.960
C 4.711 4.954 -1.907
C 3.345 4.983 -1.826
C 2.541 4.303 -2.741
C 3.116 3.659 -3.811
N 2.729 5.585 -0.620
O 1.524 5.709 -0.591
O 3.469 5.948 0.275
H 4.985 3.106 -4.748
H 6.367 4.256 -3.078
H 5.352 5.399 -1.161
H 1.461 4.321 -2.712
H 2.572 3.125 -4.573
O 2.802 -2.983 5.664
P 2.345 -2.011 4.645
N 1.780 -2.722 3.192
C 2.041 -4.144 2.935
C 1.266 -1.962 2.052
N 3.531 -0.921 4.133
C 4.193 -0.128 5.170
C 4.275 -1.094 2.897
N 1.053 -1.061 5.115
C 0.600 0.186 4.494
C 0.571 -1.317 6.469
H 3.118 -4.350 2.922
H 1.591 -4.412 1.984
H 1.711 -4.708 3.809
H 1.345 -0.901 2.273
H 0.260 -2.320 1.831
H 1.864 -2.042 1.141
H 4.868 0.621 4.759
H 3.492 0.356 5.848
H 4.827 -0.848 5.703
H 4.684 -0.136 2.577
H 4.967 -1.943 2.914
H 3.553 -1.349 2.120
H 0.601 1.002 5.220
H 1.311 0.482 3.725
H -0.380 0.026 4.051
H 0.371 -2.372 6.664
H -0.394 -0.826 6.611
H 1.257 -0.995 7.257
O -2.131 5.554 1.059
P -1.632 6.181 2.321
N -0.228 5.583 2.963
C 0.854 6.393 3.483
C 0.061 4.165 2.790
N -2.779 6.079 3.563
C -3.947 5.196 3.439
C -2.602 6.721 4.851
N -1.352 7.870 2.117
C -2.537 8.710 2.065
C -0.381 8.208 1.070
H 1.768 6.341 2.884
H 1.072 6.037 4.496
H 0.617 7.448 3.609
H 0.513 3.954 1.821
H -0.893 3.630 2.770
H 0.583 3.719 3.636
H -4.620 5.620 2.691
H -3.582 4.265 2.993
H -4.334 4.984 4.430
H -2.570 6.004 5.668
H -1.699 7.343 4.852
H -3.306 7.562 4.920
H -2.265 9.739 2.318
H -2.957 8.791 1.054
H -3.302 8.326 2.737
H -0.604 9.158 0.587
H -0.407 7.467 0.265
H 0.611 8.257 1.522
O -0.538 -0.908 -3.995
P -0.022 -1.311 -5.320
N 1.149 -2.546 -5.314
C 0.787 -3.913 -4.950
C 2.558 -2.279 -4.984
N 0.672 -0.005 -6.174
C 1.454 0.994 -5.466
C 1.086 -0.242 -7.561
N -1.278 -1.932 -6.272
C -0.986 -2.713 -7.475
C -2.516 -1.185 -6.305
H -0.212 -4.134 -5.334
H 0.774 -4.086 -3.872
H 1.398 -4.670 -5.445
H 2.688 -2.487 -3.919
H 2.820 -1.236 -5.160
H 3.258 -2.894 -5.548
H 2.520 0.881 -5.681
H 1.185 2.027 -5.720
H 1.290 0.951 -4.386
H 1.578 -1.217 -7.663
H 0.164 -0.405 -8.119
H 1.736 0.549 -7.919
H -1.761 -3.466 -7.633
H -1.027 -2.033 -8.333
H -0.026 -3.223 -7.465
H -2.678 -0.922 -5.261
H -3.366 -1.695 -6.752
H -2.334 -0.291 -6.925
O -4.251 -6.224 3.734
P -3.236 -5.275 3.243
N -3.730 -4.486 1.810
C -5.145 -4.555 1.440
C -3.048 -3.322 1.285
N -1.847 -6.049 2.714
C -0.908 -6.571 3.742
C -2.043 -7.025 1.651
N -2.765 -4.075 4.320
C -3.603 -3.846 5.494
C -1.763 -3.039 4.130
H -5.240 -5.239 0.588
H -5.459 -3.619 0.968
H -5.828 -4.798 2.249
H -1.963 -3.396 1.282
H -3.348 -2.333 1.646
H -3.259 -3.257 0.209
H -1.478 -7.139 4.484
H -0.232 -7.286 3.282
H -0.365 -5.782 4.256
H -2.658 -7.873 1.980
H -2.512 -6.655 0.741
H -1.100 -7.490 1.359
H -4.222 -4.707 5.731
H -3.034 -3.569 6.384
H -4.236 -2.974 5.291
H -1.022 -3.005 4.928
H -2.260 -2.066 4.056
H -1.235 -3.149 3.188